1.
Computed, not measured: a structure of composition C32H35Cl3N6O5SSeTl, with ωB97M-V/def2-TZVPD.

Last column: Mulliken charge in e.
Atoms and positions in Å:
Tl  0.164  -0.164  0.470  1.7250
C  4.770  1.247  3.699  -0.6336
O  3.801  2.257  3.420  -0.4642
C  2.935  1.924  2.432  0.5907
O  2.973  0.877  1.833  -0.4835
N  2.044  2.936  2.243  -0.7111
N  0.919  2.673  1.461  0.0839
H  5.361  1.628  4.528  0.2245
H  5.403  1.071  2.831  0.2755
H  4.284  0.313  3.973  0.2637
H  2.011  3.647  2.957  0.2462
H  0.741  3.413  0.788  0.3697
H  0.096  2.558  2.042  0.3004
C  -4.977  1.684  -0.608  -1.1972
C  -4.339  1.130  -1.876  -1.3567
C  -2.949  1.716  -2.161  2.7413
C  -2.364  1.055  -3.432  -1.3559
C  -1.030  1.634  -3.889  -1.0753
C  -3.074  3.201  -2.433  -0.4031
O  -3.865  3.660  -3.234  -0.6850
N  -2.202  4.004  -1.754  0.1180
C  -1.237  3.590  -0.817  0.0480
O  -0.471  4.445  -0.392  -0.8176
N  -1.213  2.295  -0.426  0.2807
C  -2.003  1.399  -1.006  -0.3591
O  -1.939  0.200  -0.658  -0.6669
H  -5.958  1.237  -0.442  0.5227
H  -5.112  2.767  -0.673  0.3056
H  -4.363  1.464  0.266  0.0979
H  -4.967  1.345  -2.742  0.4876
H  -4.224  0.049  -1.793  0.4645
H  -3.111  1.156  -4.223  0.5542
H  -2.252  -0.007  -3.207  0.2231
H  -1.135  2.671  -4.216  0.4616
H  -0.635  1.057  -4.727  0.3941
H  -0.282  1.601  -3.092  0.0669
H  -2.203  4.988  -1.978  0.2823
S  -2.182  -4.833  0.495  -0.4429
C  -1.414  -3.390  0.438  0.2204
N  -0.844  -2.372  0.383  -0.8513
Cl  0.668  -5.073  -1.091  -0.0631
C  2.287  -4.404  -1.232  0.7255
Cl  2.622  -3.882  -2.894  -0.0825
Cl  3.503  -5.600  -0.719  -0.1463
C  2.380  -3.239  -0.354  -0.2322
N  2.407  -2.337  0.352  -0.3031
C  -5.420  -3.065  3.685  -1.5732
C  -4.110  -2.334  3.563  0.7869
C  -4.065  -0.972  3.308  -1.2242
C  -2.859  -0.295  3.154  1.0514
C  -2.874  1.182  2.871  -1.6074
C  -1.668  -1.019  3.255  0.4998
Se  0.019  -0.138  2.998  -0.0402
C  -1.683  -2.391  3.541  0.5723
C  -0.420  -3.199  3.653  -1.4811
C  -2.911  -3.022  3.688  -0.6592
H  -6.258  -2.416  3.430  0.3424
H  -5.575  -3.434  4.702  0.3347
H  -5.440  -3.926  3.014  0.3251
H  -4.993  -0.418  3.207  0.2210
H  -3.899  1.555  2.852  0.3583
H  -2.407  1.408  1.911  0.1261
H  -2.317  1.735  3.630  0.3819
H  0.128  -3.174  2.711  0.1687
H  -0.655  -4.236  3.890  0.3413
H  0.245  -2.799  4.420  0.3898
H  -2.927  -4.092  3.865  0.3086
C  0.532  -2.076  -4.937  -0.8481
C  -0.275  -2.298  -3.800  -0.7677
C  -0.053  -1.604  -2.644  -0.2479
C  0.988  -0.643  -2.553  1.3771
C  1.247  0.113  -1.370  0.1790
C  2.233  1.060  -1.372  -0.0809
C  3.015  1.296  -2.526  -1.0824
C  2.806  0.571  -3.660  -1.1698
C  1.789  -0.414  -3.704  0.8494
C  1.540  -1.157  -4.885  -0.8239
H  0.348  -2.635  -5.846  0.3796
H  -1.076  -3.026  -3.839  0.4984
H  -0.683  -1.781  -1.783  0.1005
H  2.434  1.629  -0.475  0.0968
H  3.788  2.056  -2.496  0.4365
H  3.406  0.740  -4.548  0.3687
H  2.163  -0.970  -5.753  0.3682

## Properties
Orbital gap in hartree: 0.2836
ΔE to the lowest compared entry with this formula, charge and spin in kJ/mol: 0.00
Total charge: -1

=====

2.
Computed, not measured: a cluster of 2 separate species, C2H6NO2 in total, with ωB97M-V/def2-TZVPD.

Last column: natural (NBO) charge in e.
Atoms and positions in Å:
C  0.584  -0.893  1.444  0.4717
N  -0.108  0.234  1.491  -0.9518
O  1.063  -1.425  0.436  -0.7536
H  0.694  -1.420  2.430  0.0144
H  -0.181  0.590  2.433  0.3186
H  -0.566  0.834  0.003  0.5061
C  -0.391  0.461  -1.925  -0.2337
O  -0.945  1.182  -0.863  -0.8102
H  -0.831  0.837  -2.860  0.1335
H  0.698  0.591  -2.003  0.1450
H  -0.575  -0.617  -1.830  0.1600

## Properties
Orbital gap in hartree: 0.3045
ΔE to the lowest compared entry with this formula, charge and spin in kJ/mol: 117.19
Total charge: -1

=====

3.
Computed, not measured: a structure of composition C5H11N in a non-equilibrium geometry, with ωB97M-V/def2-TZVPD.

Last column: natural (NBO) charge in e.
Atoms and positions in Å:
C  -1.903  1.110  -0.427  -0.6441
C  -1.452  -0.300  -0.126  -0.0633
N  -0.127  -0.573  -0.444  -0.4203
C  0.655  -1.676  0.095  -0.2638
C  0.986  -0.243  0.324  0.0136
C  2.147  0.585  -0.100  -0.6368
H  -2.901  1.287  -0.020  0.2199
H  -1.221  1.839  0.017  0.2138
H  -1.941  1.301  -1.504  0.2124
H  -1.118  -0.245  1.406  -0.0041
H  -2.134  -1.076  -0.432  0.2052
H  0.226  -2.231  0.935  0.1974
H  1.157  -2.288  -0.644  0.1990
H  0.280  0.092  1.532  0.1091
H  2.932  0.543  0.658  0.2235
H  1.843  1.629  -0.224  0.2197
H  2.571  0.246  -1.046  0.2188

## Properties
Orbital gap in hartree: 0.3664
ΔE to the lowest compared entry with this formula, charge and spin in kJ/mol: 383.94

=====

4.
Computed, not measured: the ion C6H11NO with charge -1 in a non-equilibrium geometry, with ωB97M-V/def2-TZVPD.

Last column: natural (NBO) charge in e.
Atoms and positions in Å:
O  -0.943  -3.247  0.816  -0.7599
C  -0.107  -2.474  1.352  0.0138
C  -0.299  -0.979  1.396  -0.1538
C  0.668  -0.347  0.303  -0.4603
C  -0.055  0.656  -0.569  -0.1416
C  0.357  0.984  -1.796  -0.2312
C  -0.185  2.050  -2.670  -0.6297
N  -0.060  -0.267  2.653  -0.9059
H  0.887  -2.878  1.646  0.0659
H  -1.318  -0.776  1.054  0.1707
H  1.101  -1.156  -0.284  0.2136
H  1.449  0.196  0.836  0.2134
H  -0.897  1.207  -0.158  0.1753
H  1.183  0.399  -2.197  0.1788
H  -0.623  1.730  -3.621  0.1983
H  -0.919  2.665  -2.151  0.2021
H  0.662  2.678  -2.978  0.1969
H  -0.808  0.403  2.876  0.3289
H  -0.092  -0.843  3.491  0.3248

## Properties
Orbital gap (spin up / spin down) in hartree: 0.1104 / 0.2515
ΔE to the lowest compared entry with this formula, charge and spin in kJ/mol: 113.10
Total charge: -1
Multiplicity: 2

=====

5.
Computed, not measured: a cluster of 3 separate species, C15H22F6NO7 in total in a non-equilibrium geometry, with ωB97M-V/def2-TZVPD.

Last column: natural (NBO) charge in e.
Atoms and positions in Å:
C  -0.204  -5.972  1.936  -0.6573
C  -1.002  -4.670  1.449  -0.2093
N  -0.159  -3.474  1.163  -0.5330
C  0.727  -3.098  2.304  -0.2301
C  1.061  -1.526  2.295  -0.5242
C  2.547  -1.282  1.722  0.7416
O  3.542  -1.881  2.255  -0.7612
O  2.796  -0.402  0.688  -0.8513
C  0.567  -3.576  -0.116  0.7178
C  1.744  -4.597  -0.456  -0.7492
O  0.239  -2.757  -1.021  -0.5336
H  0.342  -6.528  1.097  0.2089
H  0.536  -5.794  2.783  0.2193
H  -0.988  -6.714  2.353  0.2018
H  -1.814  -4.360  2.185  0.2037
H  -1.513  -4.947  0.450  0.1990
H  1.714  -3.673  2.348  0.2108
H  0.145  -3.337  3.272  0.1868
H  1.062  -1.187  3.392  0.2124
H  0.269  -0.990  1.673  0.2308
H  1.310  -5.356  -1.206  0.2275
H  2.548  -4.018  -1.048  0.2650
H  2.243  -5.078  0.444  0.2288
C  3.351  2.480  -0.982  -0.6508
C  2.071  2.983  -0.349  -0.0794
O  1.787  4.331  -0.777  -0.4776
C  1.168  4.456  -1.962  0.6892
O  0.852  3.530  -2.666  -0.5499
C  0.885  5.926  -2.263  0.8982
F  1.936  6.723  -1.985  -0.3114
F  -0.153  6.395  -1.537  -0.3150
F  0.576  6.142  -3.556  -0.3114
H  4.178  3.166  -0.776  0.1932
H  3.605  1.490  -0.596  0.2927
H  3.254  2.415  -2.069  0.2017
H  2.186  3.015  0.735  0.2081
H  1.229  2.321  -0.564  0.2111
C  -1.704  2.144  -2.231  -0.6477
C  -2.907  2.989  -1.861  -0.0781
O  -3.837  2.229  -1.070  -0.4842
C  -3.570  2.157  0.249  0.6870
O  -2.623  2.675  0.779  -0.5250
C  -4.660  1.367  0.970  0.8990
F  -5.010  0.246  0.307  -0.3085
F  -5.790  2.094  1.116  -0.3172
F  -4.291  0.980  2.203  -0.3025
H  -2.020  1.224  -2.729  0.2144
H  -1.037  2.695  -2.897  0.2481
H  -1.141  1.849  -1.343  0.2276
H  -3.437  3.290  -2.766  0.1887
H  -2.611  3.905  -1.341  0.1951

## Properties
Orbital gap in hartree: 0.2492
Total charge: -1

=====

6.
Computed, not measured: a cluster of 2 separate species, C6H9ClS in total in a non-equilibrium geometry, with ωB97M-V/def2-TZVPD.

Last column: natural (NBO) charge in e.
Atoms and positions in Å:
C  0.240  2.410  0.736  -0.5169
C  -0.617  2.147  -0.191  -0.1862
C  1.006  -0.961  -0.537  -0.4205
C  -0.344  -0.914  -1.209  -0.5025
C  0.705  -1.597  0.846  -0.5124
C  -1.212  -0.245  -0.224  -0.1813
S  -0.807  -0.715  1.417  0.2986
Cl  -2.889  -0.118  -0.384  0.0509
H  0.439  3.314  1.230  0.2095
H  0.668  1.520  1.401  0.1850
H  -1.197  2.854  -0.866  0.1992
H  1.926  -1.338  -1.025  0.2351
H  1.287  0.087  -0.248  0.2299
H  -0.235  -0.301  -2.112  0.2548
H  -0.749  -2.044  -1.281  0.2137
H  0.395  -2.642  0.730  0.2081
H  1.384  -1.456  1.716  0.2350

## Properties
Orbital gap (spin up / spin down) in hartree: 0.2952 / 0.2953
ΔE to the lowest compared entry with this formula, charge and spin in kJ/mol: 387.07